A structure of composition C78H162F18N6O12P3S6 at a distorted geometry, computed with ωB97M-V/def2-TZVPD.

Summary:
2S+1: 1
gap between HOMO and LUMO: 5.15 eV
total charge: +3
HOMO: -11.07 eV

The geometry in XYZ format:
```
285
Properties=species:S:1:pos:R:3:forces:R:3
C 8.1436 -1.4688 0.3011 -0.8 -0.6 0.1
C 6.8965 -0.5486 0.0950 1.2 -0.6 -0.1
C 5.7267 -1.2438 -0.6346 0.1 1.9 -0.1
N 4.6178 -0.2194 -0.9101 -0.9 0.4 -0.3
C 3.4529 -1.0024 -1.6159 1.1 0.6 1.1
C 4.1331 0.4506 0.4210 0.3 0.4 -0.4
C 4.6693 1.9275 0.3749 0.2 -0.2 -0.8
C 4.5218 2.2190 -1.1064 -1.1 0.1 -0.1
C 5.0462 0.9752 -1.8130 -1.0 0.1 0.5
H 8.5336 -2.0365 -0.5437 -0.5 0.3 -0.6
H 7.8018 -2.2545 0.9749 0.4 0.0 0.4
H 9.0304 -0.9617 0.6814 -0.4 0.2 0.4
H 7.2533 0.3688 -0.3731 -0.3 -0.1 -0.5
H 6.5883 -0.1977 1.0799 -0.2 -0.2 0.1
H 5.2097 -1.9959 -0.0387 0.5 -0.2 -0.2
H 5.9887 -1.5776 -1.6386 0.2 -0.5 0.3
H 3.0932 -1.7504 -0.9094 -0.1 0.2 0.1
H 3.8523 -1.5435 -2.4737 0.1 0.4 0.1
H 2.6596 -0.2985 -1.8672 0.2 0.0 0.1
H 3.0458 0.3802 0.3914 0.0 0.4 0.0
H 4.4372 -0.1527 1.2763 0.2 0.0 -0.3
H 4.1339 2.6816 0.9517 -0.2 -0.5 0.3
H 5.7324 2.0821 0.5594 0.1 -0.6 0.7
H 3.4519 2.3435 -1.2739 -0.4 -0.5 -0.3
H 4.8512 3.1709 -1.5230 0.9 -0.2 0.3
H 4.4614 0.9306 -2.7318 0.8 -0.6 -0.3
H 6.1328 0.9858 -1.8975 -0.3 -0.2 -0.4
C -2.4530 0.7399 -1.3877 -0.5 -0.4 -0.6
C -2.2628 2.0065 -2.3011 1.3 0.2 1.7
C -3.3800 3.0389 -2.1681 -0.3 0.1 -1.6
N -3.2393 4.3462 -2.9621 0.7 2.1 -0.6
C -4.6533 5.0214 -3.0642 1.0 -0.8 1.4
C -2.7805 4.2290 -4.4215 0.6 0.6 0.1
C -2.2130 5.6260 -4.7879 -1.9 -0.5 -1.2
C -1.5339 6.1271 -3.5760 -1.1 1.3 0.9
C -2.1541 5.3326 -2.4177 1.0 -1.0 -0.1
H -1.8720 -0.1245 -1.7093 -0.1 0.0 -0.7
H -3.4903 0.4214 -1.2842 -0.2 0.0 -0.4
H -2.0891 0.7411 -0.3603 0.1 1.3 0.1
H -1.9793 1.8565 -3.3428 -0.6 -0.7 0.0
H -1.3243 2.3874 -1.8984 0.1 0.6 0.1
H -3.6287 3.2798 -1.1345 0.0 0.1 -0.1
H -4.2411 2.6658 -2.7225 -0.3 -0.6 0.7
H -5.3342 4.2064 -3.3097 0.0 0.4 -0.5
H -4.6502 5.8860 -3.7279 0.1 -0.4 -0.1
H -4.9426 5.3460 -2.0647 0.2 0.1 0.0
H -3.6654 4.0517 -5.0327 0.3 -0.8 0.0
H -1.9473 3.5280 -4.4692 -0.5 -0.4 -0.1
H -3.0964 6.1953 -5.0771 0.1 0.5 0.2
H -1.6172 5.6460 -5.7004 0.2 -0.4 0.2
H -1.8345 7.1356 -3.2920 0.8 0.4 -0.8
H -0.4548 6.0246 -3.6907 -0.1 0.1 0.6
H -2.5442 5.9476 -1.6068 0.0 -0.4 0.0
H -1.2539 4.7671 -2.1771 -0.8 -0.7 1.2
C -5.0748 -4.1424 -2.9213 -0.4 -1.1 1.0
C -4.4495 -5.5339 -2.9345 1.9 -0.2 0.6
C -3.2935 -5.5713 -1.8250 -0.5 -1.6 -1.6
N -2.6471 -7.0324 -1.6234 -0.7 0.8 -0.7
C -3.7727 -8.0893 -1.5092 1.7 0.6 -1.2
C -1.7606 -6.9716 -0.4295 1.2 0.3 0.7
C -0.3605 -6.4848 -0.9121 -0.7 -1.1 -1.1
C -0.2597 -7.3174 -2.2651 -0.2 1.6 1.1
C -1.6913 -7.3052 -2.8367 0.6 -0.3 0.7
H -5.5301 -4.2150 -1.9336 -0.5 1.1 0.0
H -5.8578 -4.0523 -3.6743 0.1 0.1 0.0
H -4.3749 -3.3070 -2.9376 0.1 -0.1 -0.2
H -4.0189 -5.7620 -3.9095 0.1 -0.2 0.0
H -5.1841 -6.3039 -2.6986 -0.1 0.3 -0.1
H -3.6632 -5.2131 -0.8642 0.1 -0.2 0.0
H -2.4712 -4.9575 -2.1928 0.0 0.0 0.4
H -4.4973 -7.7299 -0.7785 -0.1 -0.3 -0.4
H -3.3662 -9.0833 -1.3227 0.3 0.3 0.9
H -4.0275 -8.2182 -2.5612 -1.2 0.4 0.3
H -1.6140 -7.9778 -0.0366 -0.2 -0.1 -0.2
H -2.2592 -6.4031 0.3555 0.1 0.2 -0.1
H 0.4633 -6.7080 -0.2341 -0.2 -0.2 0.1
H -0.2658 -5.4245 -1.1466 -0.4 0.1 0.1
H 0.0652 -8.3426 -2.0872 0.1 0.2 0.0
H 0.4477 -6.7801 -2.8968 0.1 -0.4 -0.2
H -1.8188 -8.3010 -3.2612 -0.9 0.2 0.0
H -1.8813 -6.5253 -3.5741 0.0 -0.2 0.1
C 7.4828 -5.4630 3.8552 -0.2 -1.3 -1.5
C 7.2965 -4.3866 4.8535 0.9 -0.3 1.3
C 6.0050 -3.6271 4.6291 0.1 0.5 1.6
C 5.6961 -2.6241 5.8337 -0.9 0.9 -1.0
P 4.2924 -1.4587 5.3529 0.1 -2.0 -0.8
C 4.8302 -0.4890 3.8990 -0.5 0.6 0.9
C 5.6862 0.7944 4.1379 -0.1 -0.9 -1.0
C 6.8539 0.7563 5.0443 3.1 0.7 0.7
C 8.2119 0.1602 4.4193 -1.7 -0.2 0.8
C 2.8259 -2.5421 4.8912 0.9 0.6 0.7
C 2.2693 -3.4831 6.0300 -0.5 1.5 -0.6
C 0.7086 -3.5354 6.0635 1.3 -1.8 -0.5
C 0.1483 -4.2015 4.7871 -1.2 0.3 0.6
C 3.7205 -0.4048 6.6498 -0.6 1.4 -0.2
C 2.8051 0.7932 6.1106 0.7 -0.7 0.4
C 2.5441 1.9015 7.1230 0.8 -0.2 -0.6
C 1.8509 3.1374 6.4772 -0.7 -0.5 1.6
H 7.7723 -5.0197 2.9025 -0.3 -0.2 -0.3
H 6.5842 -6.0651 3.7212 -0.4 0.3 -0.3
H 8.2098 -6.2551 4.0348 0.4 0.5 0.6
H 8.2188 -3.8060 4.8330 -0.3 0.7 0.0
H 7.3254 -4.8286 5.8495 -0.4 0.0 0.3
H 5.2116 -4.3726 4.5764 -0.2 0.1 -0.1
H 6.0685 -3.1320 3.6601 -0.2 0.3 0.0
H 6.5465 -2.0220 6.1535 0.3 0.2 -0.5
H 5.3825 -3.0317 6.7947 -0.2 -0.8 -0.3
H 3.9029 -0.1213 3.4595 -0.2 -0.3 -0.3
H 5.2893 -1.2321 3.2470 0.1 0.2 -0.2
H 5.1046 1.6890 4.3603 -0.5 -0.4 0.0
H 6.1485 0.9871 3.1698 -0.3 0.2 -0.4
H 6.6980 0.4946 6.0909 -0.3 -0.8 -0.1
H 7.1107 1.8051 5.1935 0.1 0.3 -0.1
H 8.0575 -0.8862 4.1563 0.0 -0.1 -0.5
H 9.0653 0.1319 5.0969 -0.2 0.4 0.2
H 8.4773 0.7702 3.5558 0.0 -0.2 -0.1
H 3.1746 -3.1248 4.0386 -0.2 0.0 0.0
H 2.0853 -1.8263 4.5344 -0.2 0.0 -0.1
H 2.5234 -3.1603 7.0397 0.7 0.0 -0.1
H 2.7173 -4.4501 5.8013 -0.4 -0.2 0.5
H 0.1765 -2.6469 6.4034 0.5 0.5 -0.8
H 0.4943 -4.1791 6.9166 -0.1 -0.5 -0.1
H 0.4391 -5.2309 4.5776 0.6 0.0 0.5
H 0.2572 -3.6680 3.8429 0.2 0.4 0.2
H -0.9139 -4.2944 5.0135 -0.4 0.0 -0.5
H 4.6362 0.0008 7.0799 -0.2 0.1 0.5
H 3.1914 -1.0551 7.3465 0.1 0.2 0.3
H 1.8349 0.4281 5.7738 0.1 -0.3 -0.3
H 3.3379 1.2549 5.2793 -0.3 -0.1 -0.2
H 3.4950 2.1739 7.5808 0.3 0.3 -0.3
H 2.0343 1.4676 7.9832 -0.7 0.3 -0.1
H 0.7771 2.9535 6.4418 -0.2 0.0 0.0
H 2.0943 3.5042 5.4800 0.7 -0.4 0.1
H 1.9838 3.9198 7.2244 -0.1 0.4 -0.4
C -7.4397 -1.6198 -0.3575 1.8 0.3 1.2
C -6.1144 -0.7703 -0.0681 -1.3 -1.1 -0.4
C -5.8564 -0.3302 1.4214 -1.7 -0.1 -1.8
C -4.8939 0.8210 1.3721 1.6 0.4 1.0
P -4.3290 1.6036 2.9830 -2.0 -0.5 0.3
C -5.8398 2.0308 4.0056 1.9 1.4 -0.3
C -6.6617 0.9570 4.6171 -0.4 -0.6 -0.7
C -7.6450 1.5154 5.6309 -0.9 0.3 0.6
C -8.8054 2.3963 5.0929 1.8 0.0 0.4
C -3.4351 0.5311 4.1108 0.5 -0.7 0.2
C -2.9435 1.1982 5.4138 -1.4 0.2 -0.6
C -2.5415 0.1598 6.4302 3.6 1.6 -0.2
C -1.0166 -0.2575 6.0655 -1.3 0.3 1.4
C -3.3955 3.0835 2.5511 0.0 0.0 0.1
C -3.3167 4.1672 3.6605 -0.2 -0.1 -0.1
C -2.3259 5.2709 3.3221 1.0 0.1 -0.6
C -2.9185 6.2885 2.3123 0.4 -0.3 1.4
H -8.2893 -1.0588 0.0319 -0.1 -0.2 -0.2
H -7.3241 -2.5717 0.1607 -0.5 -0.1 0.0
H -7.5340 -1.8192 -1.4249 -0.1 0.2 0.1
H -6.2765 0.0205 -0.8004 0.6 0.8 0.5
H -5.2521 -1.3344 -0.4237 0.1 -0.1 0.0
H -5.5648 -1.1920 2.0216 0.3 0.1 0.0
H -6.8328 -0.0118 1.7865 0.1 0.1 0.2
H -5.2306 1.6382 0.7343 -0.4 0.1 0.2
H -3.9848 0.4980 0.8649 0.3 -0.1 0.2
H -6.4439 2.7781 3.4911 0.1 0.1 -0.1
H -5.3671 2.5003 4.8683 0.1 0.7 -0.1
H -5.9915 0.2436 5.0967 -0.3 -0.3 0.0
H -7.1638 0.5246 3.7517 -0.4 -0.8 0.5
H -7.1553 2.1687 6.3531 0.6 -0.1 0.0
H -8.0376 0.7075 6.2483 -0.1 -0.2 -0.2
H -9.5078 1.8129 4.4975 -0.2 0.5 0.2
H -8.3065 3.2053 4.5595 -0.3 -0.1 -0.8
H -9.1755 2.9778 5.9373 -0.9 -0.6 0.0
H -2.6235 -0.0058 3.6198 0.4 0.5 -0.3
H -4.0292 -0.3246 4.4316 -0.7 0.2 -0.2
H -3.6972 1.7998 5.9219 -0.7 0.0 -0.4
H -2.1725 1.9379 5.1982 0.4 -0.5 0.1
H -3.2693 -0.5731 6.7783 0.2 -0.2 -0.6
H -2.3655 0.8631 7.2442 -0.1 -0.6 0.8
H -0.8648 -0.9054 5.2022 -0.1 -0.2 0.3
H -0.5548 -0.5753 7.0003 0.0 -1.1 -0.2
H -0.4107 0.6398 5.9398 -0.5 0.4 -0.6
H -3.8565 3.4336 1.6276 -0.3 0.4 0.1
H -2.4158 2.7620 2.1977 0.1 -0.2 0.5
H -3.1215 3.7276 4.6386 0.3 -0.1 -0.2
H -4.3065 4.6126 3.7610 -0.1 0.0 0.0
H -1.3686 4.8501 3.0145 -0.1 -0.4 -0.8
H -1.8976 5.7630 4.1952 -1.0 0.4 0.4
H -3.8517 6.5586 2.8065 -0.3 0.4 -0.6
H -3.0971 5.8778 1.3186 0.0 -0.1 0.0
H -2.2975 7.1814 2.2407 0.0 -0.1 -0.2
C 3.8948 -0.3690 -6.8810 0.2 0.7 0.8
C 2.7016 -1.2374 -7.1547 0.1 0.8 -1.0
C 1.4028 -0.5417 -6.7469 -1.0 -1.0 0.1
C 0.1206 -1.4214 -7.1110 1.7 1.1 1.3
P -1.4027 -0.7762 -6.2962 0.9 -0.4 -0.6
C -1.5535 1.0703 -6.4020 0.6 -0.7 -1.5
C -1.2294 1.7163 -7.8044 -0.6 0.4 1.1
C -1.2903 3.2991 -7.6111 -0.7 -1.3 -1.3
C -1.4000 3.9788 -9.0254 0.7 -1.1 1.7
C -1.4728 -1.1423 -4.4940 -0.3 -1.8 -0.3
C -1.2249 -2.6529 -4.2767 0.4 -0.9 0.4
C 0.2280 -3.0432 -4.0054 0.9 1.8 1.0
C 0.7374 -2.6334 -2.5961 0.1 -0.9 0.6
C -2.7187 -1.6452 -7.2656 -1.2 0.7 1.3
C -4.0228 -1.8199 -6.4403 -0.2 0.9 1.4
C -5.2848 -2.1963 -7.1771 0.2 -1.4 -1.1
C -6.6613 -1.9351 -6.5599 -0.1 0.7 -0.3
H 4.7983 -0.7204 -7.3793 -0.1 0.0 0.1
H 4.0383 -0.3541 -5.8006 0.5 0.1 0.1
H 3.6919 0.6616 -7.1721 0.2 0.1 -0.2
H 2.8801 -2.1637 -6.6086 -0.5 -0.3 -0.3
H 2.7463 -1.3471 -8.2382 -0.5 -0.8 -0.1
H 1.2171 0.4430 -7.1760 0.6 0.0 -0.3
H 1.4966 -0.3551 -5.6771 -0.4 -0.1 0.4
H 0.3344 -2.4263 -6.7471 -0.4 -0.1 0.2
H 0.0998 -1.5254 -8.1959 -0.7 0.3 0.0
H -0.8760 1.5076 -5.6686 0.0 -0.2 0.2
H -2.5832 1.2955 -6.1242 -0.1 0.1 0.1
H -1.9288 1.3133 -8.5368 -0.5 0.5 0.0
H -0.2891 1.3691 -8.2327 0.3 0.3 0.4
H -0.4055 3.5795 -7.0396 0.2 0.2 -0.2
H -2.1455 3.5520 -6.9844 -0.2 -0.2 0.0
H -1.6653 5.0340 -8.9602 0.3 -0.1 -0.2
H -2.1319 3.4302 -9.6182 0.0 0.2 0.0
H -0.4002 3.7596 -9.4002 -0.1 0.7 -0.8
H -2.5150 -1.0135 -4.2017 0.0 0.7 0.0
H -0.8047 -0.6002 -3.8248 0.0 0.5 -0.4
H -1.6402 -3.2531 -5.0862 0.1 0.1 -0.5
H -1.7656 -3.0641 -3.4242 -0.4 0.5 0.3
H 0.8816 -2.3986 -4.5932 0.1 -0.7 -1.0
H 0.4011 -4.1127 -4.1250 0.2 0.2 -0.3
H 0.6716 -1.6075 -2.2338 -0.9 0.2 -0.4
H 1.8068 -2.7834 -2.4481 0.1 -0.5 -0.7
H 0.3242 -3.3033 -1.8420 -0.3 0.2 0.3
H -2.4281 -2.5918 -7.7212 0.5 0.2 0.1
H -2.8865 -0.8899 -8.0334 -0.2 -0.2 -0.5
H -4.2653 -0.8990 -5.9100 0.3 0.6 0.0
H -3.8796 -2.5010 -5.6015 0.3 -0.4 -0.1
H -5.1644 -3.2659 -7.3486 -0.2 -0.2 -0.5
H -5.1834 -1.7027 -8.1436 -0.5 -0.1 -0.2
H -6.9629 -0.9321 -6.8619 0.1 0.4 0.8
H -6.7277 -2.1188 -5.4876 0.3 0.4 0.1
H -7.5167 -2.4801 -6.9592 0.6 -0.7 -0.4
C 1.6547 7.5640 1.6972 -1.5 2.8 -1.4
F 2.8235 7.7693 2.3256 -1.5 -1.3 0.2
F 1.6490 6.4608 0.9125 0.6 0.5 1.0
F 0.5059 7.5132 2.4530 1.9 -0.7 0.5
S 1.3668 9.0710 0.5512 -1.0 0.1 -1.1
O 2.3501 8.8327 -0.4761 0.5 -0.3 1.0
O 0.0077 8.9744 0.0104 0.8 -0.6 1.4
N 1.5281 10.4183 1.5673 0.3 -4.3 0.5
S 1.4464 11.5642 0.5599 -1.4 3.7 -3.6
O 2.3892 11.4003 -0.5268 0.5 1.1 0.8
O 0.0945 11.8033 0.0356 1.3 0.5 1.5
C 1.9533 13.2137 1.5605 -0.7 -1.6 0.5
F 3.2598 13.1904 1.9456 -1.5 0.3 -0.5
F 1.6905 14.1884 0.7092 0.6 0.0 0.2
F 1.1617 13.4147 2.6661 1.1 -0.4 -1.1
C 3.0442 -4.0757 1.1174 -1.1 -2.3 -1.1
F 1.8999 -3.6963 0.4664 1.4 -0.3 0.2
F 3.6873 -3.0372 1.5341 0.7 1.8 0.4
F 2.6385 -4.7833 2.1860 0.3 0.1 -0.3
S 4.2412 -5.2070 0.0608 0.4 -0.1 0.5
O 5.4890 -5.3329 0.7993 -1.6 1.1 -0.7
O 3.4897 -6.4393 -0.1212 0.3 1.7 0.0
N 4.4036 -4.1751 -1.3429 -0.6 -0.1 4.6
S 4.2695 -5.1817 -2.4718 0.4 -4.0 -4.5
O 5.2830 -6.2631 -2.4201 -2.0 2.0 -0.3
O 2.8814 -5.5656 -2.8344 1.9 0.9 0.3
C 4.8973 -4.0823 -3.9124 -0.2 -2.4 -0.7
F 4.1927 -2.9554 -4.0196 -0.6 0.3 -0.5
F 6.1517 -3.7648 -3.8258 1.3 0.7 1.0
F 4.8469 -4.8266 -5.0640 -1.0 0.8 0.9
C 0.3504 2.9545 1.1432 -0.1 -0.8 0.9
F 1.0056 4.0211 1.5702 0.3 -1.0 -0.1
F -0.8745 3.4146 0.8108 0.4 -0.9 -0.6
F 0.9849 2.3621 0.0993 -0.8 0.9 0.5
S 0.2609 1.5615 2.5542 0.2 1.6 -0.4
O 1.6712 1.2436 2.7265 -1.5 -0.4 -0.7
O -0.3671 2.2124 3.6748 -0.4 -0.6 -0.7
N -0.8289 0.3960 1.8492 0.5 4.1 2.3
S -0.0273 -0.8243 1.4789 4.5 -4.0 -3.5
O 0.6504 -0.7331 0.1505 -1.5 0.1 1.6
O 0.8640 -1.4044 2.4696 -1.2 0.3 0.0
C -1.3443 -2.1249 1.2023 1.2 -0.3 1.0
F -2.2362 -1.7977 0.3041 -0.9 0.6 -1.0
F -0.7944 -3.2792 0.8458 0.5 0.0 -0.6
F -1.9458 -2.3768 2.3468 -0.9 0.3 1.0
```
Positions in Å, forces in eV/Å.